*i*
C6H28O8 | ωB97M-V/def2-TZVPD

Output
**2S+1**: 1
**Charge**: 0
**Lowest unoccupied orbital energy**: 0.39 eV
**SMILES string**: CO.CO.CO.CO.CO.CO.O.O
**Highest occupied orbital energy**: -10.319 eV
**Gap between HOMO and LUMO**: 10.71 eV

Cartesian coordinates (Å):
C 11.27098 6.61028 5.38787
O 11.05959 7.77067 4.68012
H 10.26734 6.32487 5.77916
H 11.73808 5.74474 4.84616
H 11.92930 6.77250 6.27600
H 11.90883 8.11988 4.38607
C 7.34689 11.26139 4.73187
O 7.47495 10.32710 5.80345
H 7.64460 12.24327 5.02515
H 7.77644 10.87534 3.86249
H 6.32133 11.44696 4.51470
H 7.61461 9.45627 5.38203
C 10.25572 11.16644 7.42444
O 10.81904 9.92533 6.78159
H 10.09522 11.92260 6.60672
H 9.28127 10.95033 7.91229
H 11.02095 11.48290 8.13029
H 10.39913 9.79394 5.87806
C 5.32112 7.65597 7.08960
O 4.88972 8.06159 5.75016
H 4.51099 7.69461 7.81198
H 5.77267 6.65398 7.02181
H 6.20708 8.28694 7.36767
H 5.49081 8.73965 5.46119
C 13.64766 10.54967 4.42159
O 13.50901 9.70166 5.57429
H 12.68793 10.92119 4.06002
H 14.27131 11.37813 4.62580
H 14.04158 9.94994 3.59612
H 12.65094 9.93241 5.97943
C 8.09893 5.01891 8.54502
O 9.31038 5.43375 7.92933
H 7.88442 5.71554 9.35888
H 7.25360 4.98915 7.77009
H 8.30819 4.01931 8.96150
H 9.05715 6.17624 7.36069
O 6.25767 5.64400 3.95623
H 6.17058 6.16568 4.76241
H 5.54497 5.91602 3.35700
O 8.24740 7.83360 4.93059
H 8.19766 7.31385 4.09673
H 9.19058 7.87811 4.99833


*ii*
C6H28O8 | ωB97M-V/def2-TZVPD

Output
**2S+1**: 1
**Charge**: 0
**Lowest unoccupied orbital energy**: 0.38 eV
**SMILES string**: CC[C@@H](C)CCO.O.O.O.O.O.O.O
**Highest occupied orbital energy**: -10.088 eV
**Gap between HOMO and LUMO**: 10.46 eV

Cartesian coordinates (Å):
C 1.68984 0.37347 -0.35307
O 2.88868 1.21107 -0.58414
C 1.91133 -1.14361 -0.25303
C 0.82938 -1.77159 0.63481
C 1.05689 -3.25761 1.03296
C -0.53182 -1.70640 -0.18998
C -1.76566 -1.67215 0.72228
H 1.19920 0.67545 -1.33639
H 1.06099 0.66934 0.59780
H 3.89173 0.81635 -0.78586
H 2.06865 -1.49090 -1.25878
H 2.88027 -1.11415 0.31923
H 0.78163 -1.19383 1.62862
H 1.81204 -3.29736 1.75735
H 1.50437 -3.64137 0.17928
H 0.31718 -3.79753 1.50848
H -0.39676 -2.65231 -0.77455
H -0.63618 -0.84206 -0.96286
H -1.90608 -0.77201 1.36793
H -1.67316 -2.50511 1.35933
H -2.78827 -1.70407 0.21962
H 1.33536 3.38668 1.36733
H 2.36166 2.10589 0.83060
O 1.66331 2.53745 1.47057
H -3.48432 -0.33825 -2.47706
H -2.93123 -0.55684 -1.06761
O -2.87086 -0.84925 -2.00399
H -3.76886 0.48067 0.97862
H -2.24057 0.55857 0.55806
O -3.18432 0.53032 0.23426
H 1.95600 2.42292 -1.31021
H 1.33986 2.79271 -2.87362
O 1.27513 2.89969 -1.84541
H 0.82114 0.66318 3.14829
H 0.03468 1.80678 2.58642
O -0.01122 0.90376 2.60140
H 0.10731 0.33647 -2.45084
H -1.26259 0.31560 -3.01942
O -0.50472 0.85478 -3.05230
H -1.57284 2.65754 -0.30435
H -2.01353 2.62376 1.17492
O -1.24365 2.68398 0.62531


*iii*
C6H28O8 | ωB97M-V/def2-TZVPD

Output
**2S+1**: 1
**Charge**: 0
**Lowest unoccupied orbital energy**: -0.53 eV
**Highest occupied orbital energy**: -9.444 eV
**Gap between HOMO and LUMO**: 8.92 eV

Cartesian coordinates (Å):
O 10.25498 21.91187 34.79591
H 10.49760 21.34472 35.59565
H 10.64544 22.80718 34.75679
H 10.46893 21.59678 33.80322
O 11.36670 21.00085 32.53257
H 11.97576 21.64850 32.27935
C 10.64620 17.67604 32.88269
O 10.32223 18.79292 33.62514
H 9.84496 17.44855 32.37469
H 11.00494 16.70077 33.45565
H 11.56027 17.93065 32.33517
H 10.81087 19.65291 33.20668
C 14.70166 20.80760 32.11970
O 13.81532 20.00916 32.97868
H 14.21268 20.93694 31.16498
H 15.66107 20.35155 32.07820
H 14.77873 21.70836 32.62064
H 12.90836 20.26183 32.95621
C 12.55754 25.06500 31.86929
O 13.66615 25.09884 31.03482
H 11.89226 25.56680 31.20653
H 12.61677 25.48057 32.60570
H 12.25877 24.08793 32.04593
H 13.44281 24.54769 30.23060
C 8.39430 20.17781 30.40768
O 8.74806 21.29096 31.27100
H 8.68556 20.29375 29.35949
H 7.26395 19.94005 30.34518
H 8.86131 19.42009 30.77324
H 9.40577 21.03236 31.87336
C 12.06157 20.88999 29.32960
O 12.10426 19.71684 30.05948
H 13.01565 21.18728 28.80464
H 11.90423 21.72136 30.18490
H 11.35004 21.09938 28.67395
H 12.07133 20.09516 31.08226
C 13.68169 23.24266 35.01590
O 12.51470 23.66935 35.65077
H 14.36223 23.89356 34.27071
H 13.29023 22.44626 34.42940
H 14.23381 22.81175 35.65317
H 12.89377 24.51912 35.94712


So which one is most stable? That would be *i*, about 14.1 kcal/mol below the next structure.


*i*
C16H26O5 | ωB97M-V/def2-TZVPD

Output
**2S+1**: 1
**Charge**: 0
**Lowest unoccupied orbital energy**: -0.34 eV
**SMILES string**: CCCCCCCCC[C@@H]1O[C@]2(O)C=CC(=O)[C@]2(O)[C@H]1O
**Highest occupied orbital energy**: -9.775 eV
**Gap between HOMO and LUMO**: 9.44 eV

Cartesian coordinates (Å):
O -5.09574 3.60259 -0.55714
O -5.01897 -1.02420 -0.04586
O -2.93580 -0.22934 -0.28364
O -3.66932 2.08230 2.41161
O -5.76024 0.97705 1.24605
C -5.06344 2.35264 -0.74382
C -4.99812 1.75359 -2.05369
C -4.59551 0.45473 -1.91597
C 5.82262 -2.28186 -2.29601
C -4.30673 0.11217 -0.49719
C 5.48925 -2.00018 -0.78721
C 4.46847 -0.90981 -0.66928
C 4.27201 -0.49237 0.78804
C 3.34547 0.75866 0.85046
C 1.88098 0.52587 0.31967
C 1.21218 -0.67762 0.97564
C -0.27468 -0.71834 0.63971
C -1.03879 0.56376 1.00370
C -2.56551 0.30550 0.98741
C -3.34328 1.65779 1.06377
C -4.66789 1.34456 0.34236
H -4.35894 -1.78339 -0.06349
H -4.53106 1.72938 2.62448
H -6.17849 0.15136 0.95204
H -5.25713 2.25119 -3.00223
H -4.53495 -0.25747 -2.76452
H 6.16058 -1.36954 -2.81068
H 6.60814 -3.01361 -2.36671
H 4.96771 -2.70647 -2.84624
H 6.41146 -1.67454 -0.29852
H 5.15889 -2.90945 -0.30039
H 4.77891 -0.02179 -1.26664
H 3.49770 -1.19841 -1.06567
H 5.23639 -0.18422 1.22522
H 3.85023 -1.31829 1.38298
H 3.29776 1.05641 1.90146
H 3.81043 1.59663 0.26631
H 1.33948 1.44872 0.50573
H 1.88121 0.36700 -0.76707
H 1.36036 -0.62099 2.04268
H 1.67809 -1.56224 0.57988
H -0.43665 -0.84245 -0.43065
H -0.71378 -1.59805 1.14485
H -0.81814 1.36746 0.27287
H -0.75083 0.87882 1.99470
H -2.82650 -0.36549 1.79836
H -2.78781 2.42193 0.51262


*ii*
C16H26O5 | ωB97M-V/def2-TZVPD

Output
**2S+1**: 1
**Charge**: 0
**Lowest unoccupied orbital energy**: 0.72 eV
**SMILES string**: COC(C[C@H](O)[C@@H](C)[C@H](O)COCc1ccccc1)OC
**Highest occupied orbital energy**: -9.421 eV
**Gap between HOMO and LUMO**: 10.14 eV

Cartesian coordinates (Å):
C -2.27299 -4.76811 -1.17483
H -1.21698 -5.04754 -1.11624
H -2.47421 -4.30002 -2.14175
O -2.63610 -3.90766 -0.11066
C -2.28216 -2.55732 -0.27372
C -0.77844 -2.33887 -0.44368
H -0.46846 -2.76618 -1.39763
H -0.24882 -2.85667 0.35419
C -0.36944 -0.86229 -0.47607
O 1.01449 -0.83353 -0.74159
H 1.20858 0.04823 -1.09327
C -0.71199 -0.09307 0.82114
C -0.18447 -0.80671 2.06544
H -0.77489 -1.68892 2.29611
H 0.84833 -1.10254 1.89757
H -0.21911 -0.13182 2.91790
H -1.80489 -0.00760 0.87596
C -0.14127 1.34077 0.81166
C -0.40599 2.11341 -0.50005
O 0.52205 1.83296 -1.52745
C 1.63215 2.71678 -1.60793
C 2.58370 2.60661 -0.44241
C 2.60494 3.57631 0.55161
C 3.44527 3.44305 1.64308
C 4.27147 2.33803 1.75146
C 4.26141 1.37031 0.76065
C 3.42464 1.50431 -0.33229
H 3.41747 0.74599 -1.10139
H 4.90555 0.50733 0.83889
H 4.92298 2.23125 2.60605
H 3.45000 4.20119 2.41189
H 1.95848 4.43894 0.47501
H 1.26985 3.75019 -1.70098
H 2.13438 2.43304 -2.53741
H -1.39404 1.85314 -0.89763
H -0.39817 3.18534 -0.26512
O -0.64505 2.08230 1.90285
H -1.60888 2.05374 1.87596
H 0.93862 1.29759 0.98219
H -0.91387 -0.39450 -1.30813
O -2.92807 -1.97039 -1.37264
C -4.32960 -1.89106 -1.23735
H -4.70345 -1.46407 -2.16550
H -4.60238 -1.24430 -0.39443
H -4.77051 -2.87950 -1.07892
H -2.64162 -2.09877 0.66317
H -2.88850 -5.65939 -1.06370


So which one is most stable? That would be *ii*, about 6.7 kcal/mol below the next structure.


*i*
H5N3S2 | ωB97M-V/def2-TZVPD

Output
**2S+1**: 1
**Charge**: 0
**Lowest unoccupied orbital energy (spin up / spin down)**: -0.81 / -1.11 eV
**Highest occupied orbital energy (spin up / spin down)**: -8.502 / -8.273 eV
**Gap between HOMO and LUMO (spin up / spin down)**: 7.69 / 7.16 eV

Cartesian coordinates (Å):
N 1.14092 -1.30290 0.06571
N -1.42748 0.40538 0.22066
N -0.27595 0.90589 -0.21241
S -1.83324 -1.23527 -0.14075
S -0.04429 2.51104 0.01743
H 1.90092 -1.17632 -0.67182
H 1.29512 -2.25545 0.49132
H -2.23736 0.93826 0.62170
H 0.17847 -1.27597 -0.35988
H 1.30288 2.48533 -0.03195


*ii*
H5N3S2 | ωB97M-V/def2-TZVPD

Output
**2S+1**: 1
**Charge**: 0
**Lowest unoccupied orbital energy**: 0.76 eV
**SMILES string**: NN(S)NS
**Highest occupied orbital energy**: -8.802 eV
**Gap between HOMO and LUMO**: 9.56 eV

Cartesian coordinates (Å):
N 0.54538 1.29313 -0.02668
N -0.88865 -0.31368 0.70725
N 0.13419 0.00800 -0.08411
S -2.36313 -0.54124 -0.14154
S 1.52933 -1.07765 -0.00993
H 1.23765 1.64537 0.56038
H 1.03134 1.58587 -0.93611
H -0.87057 -0.24986 1.70819
H -2.00990 -1.64399 -0.67857
H 1.53389 -1.26965 -1.24749


So which one is most stable? That would be *i*, about 9.3 kcal/mol below the next structure.


*i*
CH7NO2 | ωB97M-V/def2-TZVPD

Output
**2S+1**: 1
**Charge**: 0
**Lowest unoccupied orbital energy**: 0.48 eV
**SMILES string**: C=N.O.O
**Highest occupied orbital energy**: -8.566 eV
**Gap between HOMO and LUMO**: 9.05 eV

Cartesian coordinates (Å):
C -1.10408 1.66112 -2.14844
N -0.27488 1.89011 -1.20817
H -2.16350 1.45819 -1.89971
H -0.80148 1.51074 -3.18799
H -0.21833 1.09198 -0.56770
H 0.42987 0.36718 1.84993
H 1.92558 -0.03545 2.09640
O 1.33343 0.49071 1.55565
H 0.45479 -3.33824 0.57641
H -0.18269 -2.30918 1.59385
O 0.60127 -2.78717 1.33977


*ii*
CH7NO2 | ωB97M-V/def2-TZVPD

Output
**2S+1**: 1
**Charge**: 0
**Lowest unoccupied orbital energy**: 0.97 eV
**SMILES string**: NCO.O
**Highest occupied orbital energy**: -9.367 eV
**Gap between HOMO and LUMO**: 10.33 eV

Cartesian coordinates (Å):
N 1.45220 2.10865 -0.70483
C 0.24273 1.96497 -0.02228
O -0.55143 3.18666 -0.12912
H 1.46614 2.53850 -1.61891
H 1.95519 1.23376 -0.92173
H 0.30471 1.88249 1.07876
H -0.38525 1.10155 -0.30296
H 0.09821 3.87622 -0.59865
H -2.11420 -6.33299 1.41687
H -1.24667 -5.62085 0.45208
O -1.22165 -5.93896 1.35078


So which one is most stable? That would be *ii*, about 37.4 kcal/mol below the next structure.